# C20H32O5

One molecule with the formula C20H32O5 (wB97M-V/def2-TZVPD, the Open Molecules 2025 dataset).

Charge: 0
HOMO, eV: -8.4
Electronic energy, eV: -31497.104
SMILES: CCCCC[C@H](O)/C=C/[C@@H]1[C@H]2C/C(=C/CCCC(=O)O)O[C@H]2C[C@H]1O
Kohn-Sham gap, eV: 9.14

Element x y z (Å)
O  1.69575  1.39020  4.09971
O  0.64013  -2.74403  0.09034
O  0.42624  -0.38099  -1.46001
O  -0.64311  -2.15672  -2.25106
O  -2.97375  -2.27477  -0.03550
C  -3.12424  -0.91788  -0.17347
C  -0.37746  -0.86893  -2.23059
C  2.20690  2.58931  -2.02193
C  0.80358  0.81132  1.90784
C  -2.55346  -2.59267  1.28262
C  -2.45495  -0.58833  -3.73646
C  3.26062  2.98359  0.25865
C  -1.11880  -0.03010  -3.24071
C  -0.09810  -2.58158  1.28835
C  -3.31330  -0.34768  -1.35786
C  3.43154  3.08299  -1.25899
C  -2.98343  -0.25012  1.17175
C  3.19821  1.41287  2.27336
C  0.22205  -0.29918  2.33280
C  -1.32794  -3.50543  1.26343
C  1.74437  1.66220  2.71207
C  -3.37126  -1.13588  -2.63010
C  -2.10053  -1.26228  1.89652
C  3.45188  1.55776  0.77381
C  -0.63480  -1.13985  1.44603
H  1.49091  2.72282  2.54290
H  -0.20502  -2.60400  -1.47935
H  1.34114  3.20390  -1.78199
H  -1.32133  -4.11221  0.35916
H  2.38005  2.65078  -3.09426
H  -3.44591  0.72151  -1.41117
H  0.55793  -2.83824  2.13302
H  -2.19698  -1.24190  2.98210
H  -2.27060  -1.39139  -4.45128
H  3.83635  2.10171  2.83004
H  3.98907  3.63343  0.74984
H  3.61402  4.12621  -1.52907
H  2.80069  0.87721  0.22554
H  -2.53423  0.73838  1.10288
H  1.97004  1.55809  -1.77452
H  -3.39749  -3.05359  1.81301
H  4.30890  2.50696  -1.56115
H  0.37584  -0.65936  3.34217
H  -3.09107  -2.16212  -2.39590
H  2.26524  3.34578  0.52048
H  -0.63526  -0.68427  0.45240
H  0.64241  1.14821  0.89363
H  4.48281  1.25365  0.57567
H  0.78452  1.48061  4.39798
H  -2.96299  0.21985  -4.26741
H  -3.95949  -0.16226  1.65686
H  3.45140  0.39883  2.58907
H  -4.39641  -1.14920  -3.01260
H  -1.25414  0.95201  -2.78341
H  -0.44603  0.10749  -4.09247
H  -1.33674  -4.16598  2.12825
H  1.15625  -1.93675  -0.06106

---

# C29H57Li2O14P

C29H57Li2O14P as an isolated structure at a distorted geometry (wB97M-V/def2-TZVPD, the Open Molecules 2025 dataset).

Charge: -2
HOMO, eV: 1.5
Electronic energy, eV: -69358.256
Kohn-Sham gap, eV: 1.70

Element x y z (Å)
P  4.47387  -3.95134  -2.27047
O  4.47102  -2.46968  -1.89972
O  3.84978  -4.70645  -1.06854
O  3.41688  5.42837  -2.71038
O  -4.80146  1.77944  -3.79762
O  -0.21225  -0.27466  -2.86646
O  -7.42510  -1.61826  2.70564
O  2.88347  -1.93806  3.66392
O  3.40538  -4.11878  -3.37393
O  5.72818  -4.68224  -2.73521
O  -1.94016  -0.36206  -1.50081
O  -0.67929  -6.39109  0.17945
O  3.86500  0.44029  -6.09038
O  0.05472  -1.33232  -1.00403
O  -0.93618  2.74196  4.10479
C  -5.06462  3.23203  -2.09361
C  -0.52698  2.97364  2.75918
C  -5.40416  -1.86830  3.74842
C  1.57758  -2.34102  4.07308
C  -0.27570  -7.38367  1.14489
C  -7.77143  -1.59368  4.13833
C  2.87389  4.17749  -2.22086
C  -6.02629  -1.27713  2.52915
C  -0.64953  -0.68241  -1.81143
C  3.25953  1.10193  -7.16655
C  5.52577  1.79597  -7.06853
C  2.93595  -2.12138  5.99332
C  1.50334  -2.06394  5.57584
C  -2.00198  -5.98884  0.56467
C  4.12259  2.30493  -7.39614
C  -0.11075  4.83536  4.17148
C  -0.29472  3.60265  5.00006
C  4.76339  5.59893  -2.37677
C  -4.08499  2.91186  -4.21042
C  -1.51338  -8.15836  1.43095
C  -3.93765  3.77088  -2.92339
C  3.69952  -1.58775  4.77540
C  4.06047  3.47193  -1.53122
C  -5.75490  2.10839  -2.82250
C  0.38984  4.20172  2.86399
C  5.27429  0.52425  -6.26016
C  -6.43383  -1.49593  4.81089
C  -2.53588  -7.03005  1.52308
C  4.89975  4.70316  -1.16806
Li  2.62433  -1.32297  -3.58587
Li  2.95241  -2.54435  0.29039
H  0.74853  -1.78425  3.63629
H  5.83348  0.40642  -5.33198
H  -5.65231  -1.77675  1.63550
H  -5.36741  -2.95720  3.71615
H  3.86534  3.09463  -6.69025
H  -2.62207  -5.98705  -0.33176
H  2.08140  4.31953  -1.48609
H  -3.16610  2.64575  -4.73284
H  1.07700  -1.10780  5.87937
H  1.00903  -2.91717  6.04034
H  -3.54505  -7.27016  1.18837
H  -1.38431  3.25369  2.14709
H  0.63562  3.15925  5.35497
H  3.05654  -1.57701  6.92991
H  5.49116  -0.28127  -6.96174
H  -5.76883  4.04191  -1.90313
H  3.30774  -3.11017  6.26195
H  1.46169  -3.40775  3.88134
H  -1.75857  -8.83490  0.61225
H  -2.06685  -4.97699  0.96475
H  -3.95378  4.84183  -3.12561
H  -4.68000  3.46396  -4.93792
H  4.95257  6.66356  -2.23935
H  0.33119  4.89474  2.02471
H  -6.73553  2.32716  -3.24512
H  -1.26033  -8.70401  2.33998
H  -4.70230  2.87744  -1.12868
H  6.14537  2.40779  -6.41287
H  2.47041  3.62890  -3.07194
H  4.02082  2.70404  -8.40534
H  -4.37766  -1.54977  3.92991
H  5.95871  4.51666  -0.98939
H  -2.99949  3.58558  -2.40031
H  4.55048  2.93083  -2.34067
H  1.40849  3.84345  3.01261
H  4.57346  5.18729  -0.24760
H  -5.81863  -0.21431  2.40503
H  3.21533  0.45675  -8.04396
H  3.73718  2.79671  -0.73897
H  4.66386  -2.09538  4.75413
H  3.80691  -0.50328  4.75319
H  -2.51066  -6.65049  2.54455
H  -1.06700  5.34279  4.04422
H  -8.22419  -2.56874  4.31824
H  -6.27480  -0.52113  5.27194
H  -1.02314  3.71199  5.80352
H  0.07500  2.13161  2.41752
H  0.10944  -7.00680  2.09238
H  -6.31068  -2.17972  5.65075
H  0.59740  5.53669  4.61280
H  0.50822  -8.04089  0.76854
H  -5.90195  1.17002  -2.28777
H  6.16661  1.65931  -7.93959
H  -8.44320  -0.76547  4.36391
H  5.32764  5.32397  -3.26790
H  2.25169  1.37118  -6.85053
H  -2.05274  0.09207  -2.33907

---

# C2H5N5

An isolated ion of composition C2H5N5 and charge +2 at a distorted geometry (wB97M-V/def2-TZVPD, the Open Molecules 2025 dataset).

Charge: +2
HOMO (alpha / beta), eV: -20.2 / -20.2
Electronic energy, eV: -9577.698
SMILES: C/N=N/N=[N+]=C=[NH2+]
Kohn-Sham gap (alpha / beta), eV: 6.76 / 6.76

Element x y z (Å)
N  0.18917  0.11316  2.25144
N  -0.78440  -0.73161  0.40758
N  -0.59899  -0.47763  1.50380
N  1.62233  1.60854  -0.65554
N  0.97261  0.89801  1.53104
C  -1.44666  -1.38412  -0.59209
C  1.17698  1.04443  0.37265
H  -2.41472  -1.79963  -0.10260
H  2.65760  1.77754  -0.70879
H  -1.51484  -0.68673  -1.57908
H  0.95131  1.98528  -1.38674
H  -0.81039  -2.34723  -1.04168

---

# H3N3O3

A 2-piece molecular cluster, H3N3O3 overall at a distorted geometry (wB97M-V/def2-TZVPD, the Open Molecules 2025 dataset).

Charge: 0
HOMO, eV: -9.8
Electronic energy, eV: -10656.122
SMILES: [H]/N=N\O.O=NO
Kohn-Sham gap, eV: 10.11

Element x y z (Å)
O  -2.20611  1.25083  0.33500
O  3.33320  -0.79821  -1.04942
O  1.16128  -1.16638  -0.83175
N  2.32101  -0.54713  -0.45121
N  -1.52182  0.07547  0.25727
N  -0.47944  0.09263  0.84694
H  -3.08338  0.93506  -0.10713
H  -0.05967  0.95970  1.20340
H  0.53492  -0.80196  -0.20310